No. 1
DFT (ωB97M-V/def2-TZVPD) results for a molecular structure, C4H8ClFeO12S2Ti at a distorted geometry.

Results
ΔE to the lowest compared entry with this formula, charge and spin (kcal per mole): 0.0
Max |F| (eV/Å): 3.278
Total energy (eV): -120512.2518
Multiplicity: 8
Highest occupied orbital energy (spin up / spin down) (eV): -14.9166 / -14.9166
Net charge: +2

Last column: Löwdin spin population.
Positions of all 29 atoms, in Å:
1 Fe 3.2890 5.6520 2.7330  4.74
2 Ti 3.5640 2.1586 -1.3139  1.98
3 Cl 2.1567 2.3714 1.4380  0.03
4 O 1.8070 2.9124 0.1057  0.01
5 O 3.2037 1.3912 1.2176  0.01
6 O 2.5713 3.5091 2.2527  0.20
7 O 1.0592 1.7482 2.0499  0.01
8 C -1.0373 -0.5888 1.5788  0.00
9 C -0.2053 -1.2798 2.6242  0.00
10 O -1.1863 -1.8812 3.4752  0.00
11 S -2.4432 -2.3559 2.5721  0.00
12 O -3.6186 -1.7380 3.0387  0.00
13 O -2.3666 -3.7471 2.3749  0.00
14 O -2.0005 -1.5778 1.2073  0.00
15 H -0.4414 -0.2657 0.7290  0.00
16 H -1.6241 0.2444 1.9779  0.00
17 H 0.4889 -0.6353 3.1503  0.00
18 H 0.3222 -2.1109 2.1431  0.00
19 C -0.2305 -1.2440 -3.7730  0.00
20 C -1.1809 -0.9524 -2.6079  0.00
21 O -0.4922 0.0587 -1.8264  0.00
22 S 0.3501 0.9855 -2.7572  0.00
23 O 1.6561 1.2255 -2.1689  0.01
24 O -0.3853 2.1172 -3.1565  0.00
25 O 0.5699 -0.0345 -3.9300  0.00
26 H -0.7704 -1.2945 -4.7151  0.00
27 H 0.3472 -2.1505 -3.6247  0.00
28 H -1.1941 -1.8021 -1.9276  0.00
29 H -2.2085 -0.7157 -2.8673  0.00

***

No. 2
DFT (ωB97M-V/def2-TZVPD) results for C4H8ClN3 in the gas phase at a distorted geometry.

Results
SMILES: C=C(Cl)/C(=N\C)NN
ΔE to the lowest compared entry with this formula, charge and spin (kcal per mole): 48.1
Max |F| (eV/Å): 2.572
Total energy (eV): -21268.3629
Multiplicity: 1
Highest occupied orbital energy (eV): -9.0813

Last column: natural (NBO) charge in e.
Positions of all 16 atoms, in Å:
1 C 0.0190 -1.6173 1.1430  -0.38
2 C 0.5408 -0.9422 0.1080  -0.08
3 Cl 1.8074 -1.5916 -0.8932  0.02
4 C 0.0353 0.4135 -0.2974  0.36
5 N -1.1660 0.6958 -0.5796  -0.46
6 C -2.1805 -0.3273 -0.5935  -0.44
7 N 1.0274 1.3658 -0.5611  -0.45
8 N 2.1317 1.4455 0.3407  -0.68
9 H -0.7557 -1.1825 1.7028  0.21
10 H 0.4164 -2.5998 1.3493  0.22
11 H -2.8327 -0.2004 0.3137  0.20
12 H -2.8402 -0.2268 -1.5506  0.20
13 H -1.7517 -1.3330 -0.7226  0.19
14 H 0.6760 2.2745 -0.7821  0.37
15 H 2.9019 1.8540 -0.2138  0.36
16 H 1.9707 1.9719 1.2365  0.35

***

No. 3
DFT (ωB97M-V/def2-TZVPD) results for C4H8ClNO4 in the gas phase at a distorted geometry.

Results
SMILES: C[C@H](O)[C@](Cl)(CO)[N+](=O)[O-]
ΔE to the lowest compared entry with this formula, charge and spin (kcal per mole): 25.1
Max |F| (eV/Å): 5.107
Total energy (eV): -26475.4789
Multiplicity: 1
Highest occupied orbital energy (eV): -10.9320

Last column: natural (NBO) charge in e.
Positions of all 18 atoms, in Å:
1 C -0.7082 1.5662 -0.9761  -0.67
2 C -1.1426 0.6144 0.1128  0.12
3 O -1.5053 1.2673 1.2532  -0.67
4 C 0.2696 -0.3459 0.2978  0.07
5 Cl 1.5897 0.6703 1.0739  -0.06
6 C 0.8693 -1.0333 -0.9028  -0.12
7 O 1.9926 -1.7474 -0.4863  -0.70
8 N -0.1188 -1.3180 1.3390  0.49
9 O -0.9025 -2.1520 0.9763  -0.37
10 O 0.3100 -1.1436 2.4469  -0.35
11 H -1.6409 2.2793 -1.1336  0.23
12 H -0.5272 1.2439 -1.9141  0.22
13 H 0.2330 2.1976 -0.7497  0.23
14 H -1.7988 -0.2998 -0.1563  0.22
15 H -0.6026 1.5390 1.5139  0.48
16 H 1.2551 -0.4527 -1.6909  0.20
17 H 0.0983 -1.5410 -1.3475  0.21
18 H 2.3293 -1.3443 0.3434  0.48

***

No. 4
DFT (ωB97M-V/def2-TZVPD) results for C4H8ClO3PS3 in the gas phase at a distorted geometry.

Results
ΔE to the lowest compared entry with this formula, charge and spin (kcal per mole): 0.0
Max |F| (eV/Å): 2.641
Total energy (eV): -64738.0780
Multiplicity: 1
Highest occupied orbital energy (eV): -9.5023

Last column: natural (NBO) charge in e.
Positions of all 20 atoms, in Å:
1 C 0.8406 -0.1015 0.3500  -0.46
2 C 1.1245 -1.3371 1.1256  -0.07
3 C -0.6693 0.0000 0.0704  0.09
4 C -0.8416 1.3157 -0.6796  -0.63
5 O -4.2564 -4.0547 0.7965  -0.88
6 O 0.5010 -1.3234 2.4128  -0.80
7 O -1.4248 -0.0223 1.2998  -0.81
8 P -1.1337 -1.1735 2.3997  1.65
9 S -2.1040 -0.7033 3.9538  -0.46
10 S -1.7025 -3.0900 1.4177  -0.32
11 S -3.7770 -3.2052 1.8446  1.23
12 Cl -4.4190 -1.2596 1.3931  -0.25
13 H 1.0806 0.8096 0.9009  0.22
14 H 1.2638 -0.1802 -0.6151  0.23
15 H 0.6320 -2.2289 0.6830  0.17
16 H 2.0971 -1.6784 1.3110  0.21
17 H -0.8235 -0.8581 -0.5934  0.19
18 H -0.3286 2.1878 -0.2529  0.22
19 H -1.8981 1.4928 -0.9567  0.23
20 H -0.3109 1.3233 -1.7318  0.22

***

No. 5
DFT (ωB97M-V/def2-TZVPD) results for 2 unconnected molecules or ions with the total composition C4H8FI at a distorted geometry.

Results
ΔE to the lowest compared entry with this formula, charge and spin (kcal per mole): 82.5
Max |F| (eV/Å): 3.290
Total energy (eV): -15091.7267
Multiplicity: 1
Highest occupied orbital energy (spin up / spin down) (eV): -7.6666 / -7.7534

Last column: natural (NBO) charge in e.
Positions of all 14 atoms, in Å:
1 C -0.4249 -0.9000 1.8857  -0.73
2 C 0.6157 0.1043 -2.1336  -0.72
3 C -1.2204 -0.0661 1.0182  0.28
4 C 0.5876 1.0502 -0.9859  -0.31
5 F -1.6636 1.1477 1.3310  -0.33
6 I 2.3639 1.3497 0.1200  0.11
7 H 0.5830 -0.4357 2.0248  0.23
8 H -0.9302 -1.0019 2.8330  0.22
9 H -0.1967 -1.8750 1.4425  0.24
10 H 1.1655 -0.8140 -1.6364  0.22
11 H -0.3861 -0.1767 -2.5528  0.24
12 H 1.4303 0.4207 -2.7738  0.23
13 H -1.7644 -0.6389 0.2829  0.13
14 H -0.1597 1.8358 -0.8557  0.20

***

No. 6
DFT (ωB97M-V/def2-TZVPD) results for a gas-phase ion, C4H8FINO (charge +1) at a distorted geometry.

Results
SMILES: C[NH2+][C@H](C=O)[C@H](F)I
ΔE to the lowest compared entry with this formula, charge and spin (kcal per mole): 6.7
Max |F| (eV/Å): 4.524
Total energy (eV): -18624.4262
Multiplicity: 1
Highest occupied orbital energy (eV): -13.8746
Net charge: +1

Last column: natural (NBO) charge in e.
Positions of all 16 atoms, in Å:
1 C 1.1421 0.9885 0.0384  -0.48
2 N -0.1934 0.4395 -0.3804  -0.55
3 C -0.6299 -0.7510 0.3730  -0.22
4 C 0.4207 -1.9253 0.2275  0.41
5 O 0.7754 -2.4994 1.2028  -0.41
6 C -1.9555 -1.2468 -0.2389  0.09
7 F -1.9265 -1.4252 -1.5692  -0.33
8 I -3.5792 0.1146 0.1526  0.12
9 H 2.1565 0.2915 -0.0688  0.27
10 H 1.4921 1.9555 -0.4030  0.28
11 H 1.0126 0.9800 1.1834  0.24
12 H -0.8214 1.3403 -0.3575  0.49
13 H -0.1330 0.0787 -1.4117  0.46
14 H -0.6482 -0.4697 1.4099  0.27
15 H 0.8301 -2.1015 -0.7523  0.14
16 H -2.4010 -2.0667 0.2159  0.23

***

Copy entry 3 word for word.
DFT (ωB97M-V/def2-TZVPD) results for C4H8ClNO4 in the gas phase at a distorted geometry.

Results
SMILES: C[C@H](O)[C@](Cl)(CO)[N+](=O)[O-]
ΔE to the lowest compared entry with this formula, charge and spin (kcal per mole): 25.1
Max |F| (eV/Å): 5.107
Total energy (eV): -26475.4789
Multiplicity: 1
Highest occupied orbital energy (eV): -10.9320

Last column: natural (NBO) charge in e.
Positions of all 18 atoms, in Å:
1 C -0.7082 1.5662 -0.9761  -0.67
2 C -1.1426 0.6144 0.1128  0.12
3 O -1.5053 1.2673 1.2532  -0.67
4 C 0.2696 -0.3459 0.2978  0.07
5 Cl 1.5897 0.6703 1.0739  -0.06
6 C 0.8693 -1.0333 -0.9028  -0.12
7 O 1.9926 -1.7474 -0.4863  -0.70
8 N -0.1188 -1.3180 1.3390  0.49
9 O -0.9025 -2.1520 0.9763  -0.37
10 O 0.3100 -1.1436 2.4469  -0.35
11 H -1.6409 2.2793 -1.1336  0.23
12 H -0.5272 1.2439 -1.9141  0.22
13 H 0.2330 2.1976 -0.7497  0.23
14 H -1.7988 -0.2998 -0.1563  0.22
15 H -0.6026 1.5390 1.5139  0.48
16 H 1.2551 -0.4527 -1.6909  0.20
17 H 0.0983 -1.5410 -1.3475  0.21
18 H 2.3293 -1.3443 0.3434  0.48